# 1
Below is C48H57BGeN11ORe as an isolated structure, with properties calculated with ωB97M-V/def2-TZVPD.

Atoms and positions in Å:
Re1 -1.102 -0.406 -0.242
C1 -4.098 1.407 -2.749
C2 -2.999 1.455 -1.898
N1 -2.518 0.229 -1.697
N2 -3.306 -0.629 -2.385
C3 -4.255 0.067 -3.032
B1 -3.226 -2.180 -2.276
N3 -1.792 -2.653 -2.563
C4 -1.365 -3.737 -3.226
C5 0.014 -3.749 -3.198
C6 0.352 -2.608 -2.473
N4 -0.734 -1.946 -2.090
N5 -3.577 -2.561 -0.819
C7 -4.277 -3.586 -0.306
C8 -4.221 -3.503 1.069
C9 -3.423 -2.386 1.317
N6 -3.038 -1.820 0.176
N7 -4.239 -2.769 -3.241
C10 -5.578 -2.913 -3.054
C11 -6.134 -3.288 -4.249
C12 -5.040 -3.341 -5.134
N8 -3.911 -3.021 -4.530
H1 -4.685 2.232 -3.110
H2 -2.518 2.302 -1.444
H3 -4.972 -0.432 -3.662
H4 -2.062 -4.409 -3.692
H5 0.674 -4.470 -3.645
H6 1.331 -2.241 -2.221
H7 -4.746 -4.314 -0.945
H8 -4.680 -4.158 1.787
H9 -3.085 -1.997 2.261
H10 -6.036 -2.712 -2.100
H11 -7.171 -3.491 -4.453
H12 -5.030 -3.595 -6.182
C13 4.475 1.147 1.575
N9 4.036 -0.246 1.519
C14 2.890 -0.476 2.394
C15 3.793 -0.653 0.184
N10 2.595 -0.664 -0.258
N11 4.930 -0.963 -0.527
C16 6.191 -1.295 0.111
C17 4.815 -1.384 -1.902
H13 3.666 1.835 1.292
H14 5.313 1.307 0.895
H15 4.796 1.381 2.590
H16 3.144 -0.109 3.389
H17 2.676 -1.541 2.460
H18 1.988 0.028 2.036
H19 2.534 -1.021 -1.204
H20 6.117 -1.114 1.177
H21 7.000 -0.690 -0.306
H22 6.435 -2.351 -0.050
H23 4.083 -0.781 -2.439
H24 4.532 -2.441 -1.990
H25 5.777 -1.246 -2.398
C18 0.031 0.991 4.052
C19 -1.168 0.050 3.897
C20 -2.182 0.661 2.938
C21 -0.705 -1.393 3.686
C22 -0.544 -2.092 4.886
C23 -0.115 -3.399 4.944
C24 0.164 -4.045 3.753
C25 0.041 -3.412 2.524
C26 0.401 -4.244 1.303
C27 -0.784 -4.497 0.373
C28 1.600 -3.692 0.539
C29 -0.386 -2.058 2.478
O1 -0.453 -1.460 1.281
H26 -0.283 1.945 4.479
H27 0.486 1.197 3.082
H28 0.791 0.554 4.702
H29 -1.678 0.018 4.864
H30 -1.747 0.867 1.959
H31 -2.513 1.619 3.346
H32 -3.069 0.042 2.807
H33 -0.784 -1.573 5.808
H34 -0.002 -3.906 5.893
H35 0.498 -5.077 3.768
H36 0.700 -5.219 1.700
H37 -1.088 -3.581 -0.128
H38 -1.640 -4.886 0.925
H39 -0.509 -5.224 -0.395
H40 1.412 -2.678 0.199
H41 1.819 -4.325 -0.325
H42 2.489 -3.667 1.173
C30 -0.255 1.120 -0.336
Ge1 0.475 2.921 -0.330
C31 -0.552 4.073 -1.543
C32 -0.968 5.344 -1.156
C33 -1.565 6.205 -2.070
C34 -1.756 5.801 -3.383
C35 -1.345 4.536 -3.782
C36 -0.742 3.685 -2.870
C37 2.296 3.110 -1.002
C38 2.927 4.344 -0.836
C39 4.200 4.567 -1.341
C40 4.854 3.560 -2.036
C41 4.225 2.341 -2.237
C42 2.953 2.120 -1.725
C43 0.298 3.677 1.458
C44 1.387 4.085 2.223
C45 1.201 4.655 3.476
C46 -0.080 4.834 3.975
C47 -1.176 4.435 3.222
C48 -0.985 3.856 1.976
H43 -0.835 5.668 -0.130
H44 -1.877 7.194 -1.756
H45 -2.220 6.471 -4.095
H46 -1.496 4.213 -4.805
H47 -0.418 2.701 -3.196
H48 2.420 5.147 -0.311
H49 4.677 5.528 -1.198
H50 5.848 3.731 -2.431
H51 4.726 1.561 -2.796
H52 2.463 1.170 -1.882
H53 2.395 3.957 1.844
H54 2.058 4.966 4.061
H55 -0.226 5.279 4.951
H56 -2.178 4.570 3.608
H57 -1.849 3.551 1.394

The spin multiplicity is 3. The expectation value of S² is 2.055. Its energy relative to the best compared isomer or geometry (same formula, charge and spin) is 0.877 eV. As for the HOMO-LUMO gap (alpha / beta): 7.8 / 7.5 eV. For the HOMO energy (alpha / beta), the calculation gives -7.2 / -7.4 eV.

---

# 2
Below is a 8-piece molecular cluster, C24H52FN8O19 overall, with properties calculated with ωB97M-V/def2-TZVPD.

Atoms and positions in Å:
C1 5.282 0.892 1.454
O1 4.637 -0.292 1.053
C2 4.321 -0.271 -0.345
C3 3.413 -1.450 -0.685
C4 1.988 -1.010 -1.039
C5 1.123 -2.141 -1.583
C6 0.860 -3.234 -0.532
C7 -0.455 -2.912 0.202
C8 -1.684 -3.396 -0.564
C9 -2.957 -2.639 -0.119
C10 -3.237 -1.391 -0.983
N1 -3.373 -0.170 -0.174
C11 -2.923 1.072 -0.842
C12 -1.393 1.066 -1.136
C13 -0.917 0.850 -2.588
C14 -0.451 2.104 -3.331
F1 -1.141 2.324 -4.516
C15 -3.174 2.235 0.175
C16 -4.602 2.242 0.622
O2 -5.439 3.000 0.218
O3 -4.898 1.309 1.590
C17 -3.753 1.422 -2.110
O4 -4.691 0.667 -2.420
O5 -3.352 2.467 -2.670
H1 6.018 1.214 0.707
H2 4.567 1.713 1.590
H3 5.794 0.704 2.397
H4 5.250 -0.298 -0.917
H5 3.803 0.671 -0.567
H6 3.422 -2.124 0.171
H7 3.819 -1.990 -1.545
H8 1.520 -0.541 -0.165
H9 2.086 -0.226 -1.800
H10 1.615 -2.553 -2.469
H11 0.146 -1.784 -1.912
H12 0.747 -4.206 -1.021
H13 1.671 -3.296 0.187
H14 -0.447 -3.378 1.191
H15 -0.516 -1.825 0.321
H16 -1.814 -4.473 -0.440
H17 -1.559 -3.190 -1.628
H18 -2.878 -2.361 0.937
H19 -3.805 -3.327 -0.174
H20 -4.178 -1.533 -1.511
H21 -2.474 -1.284 -1.760
H22 -2.803 -0.285 0.661
H23 -0.962 1.985 -0.747
H24 -0.972 0.256 -0.530
H25 -1.641 0.310 -3.197
H26 -0.033 0.210 -2.512
H27 -0.519 2.994 -2.705
H28 0.602 1.996 -3.623
H29 -2.962 3.152 -0.371
H30 -2.486 2.111 1.018
H31 -4.943 0.445 1.139
C18 8.907 1.513 -2.058
N2 7.973 0.359 -1.938
O6 8.399 -0.668 -1.454
O7 6.840 0.536 -2.332
H32 9.872 1.213 -1.667
H33 8.963 1.774 -3.110
H34 8.480 2.333 -1.487
C19 3.946 -2.284 3.386
N3 2.647 -2.644 2.760
O8 2.577 -3.700 2.152
O9 1.742 -1.852 2.874
H35 4.650 -3.084 3.193
H36 4.267 -1.355 2.923
H37 3.763 -2.153 4.449
C20 -3.907 2.694 4.400
N4 -2.514 2.714 4.927
O10 -2.246 3.520 5.798
O11 -1.730 1.919 4.454
H38 -4.476 3.454 4.917
H39 -3.861 2.887 3.333
H40 -4.307 1.701 4.577
C21 -0.865 5.515 0.562
N5 0.163 4.629 -0.048
O12 0.891 5.096 -0.901
O13 0.188 3.483 0.346
H41 -0.776 6.498 0.113
H42 -1.833 5.067 0.356
H43 -0.675 5.540 1.631
C22 0.003 -1.332 -5.739
N6 -0.307 -2.365 -4.712
O14 0.443 -3.319 -4.617
O15 -1.293 -2.177 -4.038
H44 0.906 -1.629 -6.258
H45 -0.850 -1.278 -6.409
H46 0.128 -0.387 -5.216
C23 -7.490 5.296 2.784
N7 -6.572 4.948 3.902
O16 -6.867 4.003 4.605
O17 -5.567 5.619 4.021
H47 -8.324 4.606 2.804
H48 -7.809 6.323 2.937
H49 -6.922 5.202 1.862
C24 2.320 -6.983 2.231
N8 1.651 -7.325 0.946
O18 2.148 -8.206 0.270
O19 0.649 -6.707 0.667
H50 3.182 -7.629 2.344
H51 2.609 -5.936 2.193
H52 1.595 -7.147 3.023

As for the charge: -1. As for the HOMO-LUMO gap: 6.0 eV. For the HOMO energy, the calculation gives -4.7 eV.

---

# 3
Below is a 4-piece molecular cluster, C48H98N4O8P overall, with properties calculated with ωB97M-V/def2-TZVPD.

Atoms and positions in Å:
C1 4.661 3.491 -0.646
C2 5.231 2.294 -0.262
C3 4.914 0.907 -0.853
C4 5.192 -0.056 0.367
P1 6.521 -1.220 -0.203
O1 7.712 -0.369 -0.411
N1 3.847 -0.571 0.851
C5 2.860 0.400 0.250
C6 1.377 0.175 0.527
C7 0.471 1.334 0.075
C8 0.419 2.470 1.127
C9 -0.440 2.120 2.331
C10 0.011 2.357 3.615
C11 -0.762 1.985 4.695
C12 -1.975 1.375 4.490
C13 -2.464 1.158 3.223
C14 -1.677 1.536 2.148
C15 3.394 0.557 -1.162
O2 2.856 1.609 -1.950
C16 3.465 -0.694 -2.120
C17 2.815 -2.030 -1.639
C18 3.796 -3.249 -1.615
C19 3.037 -4.504 -2.106
C20 3.980 -5.728 -2.156
C21 4.179 -6.281 -0.727
C22 3.000 -7.160 -0.224
C23 3.358 -8.669 -0.142
C24 3.390 -9.204 1.310
C25 4.757 -8.921 2.041
C26 4.616 -7.979 3.260
C27 5.018 -6.504 3.031
C28 6.535 -6.221 3.172
C29 7.356 -6.349 1.873
C30 7.133 -5.177 0.878
H1 4.831 4.012 -1.593
H2 3.964 3.976 0.048
H3 6.012 2.329 0.508
H4 5.660 0.747 -1.647
H5 5.611 0.414 1.259
H6 6.185 -1.803 -1.441
H7 6.832 -2.197 0.770
H8 3.635 -1.571 0.793
H9 3.816 -0.410 1.862
H10 3.075 1.295 0.853
H11 0.972 -0.752 0.108
H12 1.269 0.074 1.621
H13 0.759 1.796 -0.874
H14 -0.519 0.903 -0.095
H15 0.123 3.419 0.663
H16 1.456 2.629 1.469
H17 0.987 2.812 3.776
H18 -0.430 2.152 5.716
H19 -2.580 1.045 5.332
H20 -3.411 0.670 3.013
H21 -2.051 1.361 1.141
H22 3.557 1.903 -2.546
H23 2.951 -0.403 -3.040
H24 4.496 -0.882 -2.427
H25 2.052 -2.310 -2.373
H26 2.299 -1.984 -0.677
H27 4.166 -3.376 -0.587
H28 4.606 -3.109 -2.339
H29 2.161 -4.683 -1.468
H30 2.711 -4.301 -3.134
H31 3.595 -6.525 -2.798
H32 4.949 -5.348 -2.508
H33 4.304 -5.421 -0.059
H34 5.089 -6.888 -0.658
H35 2.718 -6.801 0.772
H36 2.158 -7.046 -0.918
H37 2.617 -9.258 -0.695
H38 4.335 -8.846 -0.610
H39 2.576 -8.748 1.887
H40 3.222 -10.286 1.278
H41 5.445 -8.545 1.277
H42 5.136 -9.895 2.368
H43 3.571 -7.991 3.592
H44 5.222 -8.359 4.093
H45 4.614 -6.170 2.063
H46 4.511 -5.886 3.787
H47 6.681 -5.199 3.543
H48 6.944 -6.952 3.881
H49 7.204 -7.306 1.367
H50 8.414 -6.336 2.168
H51 6.235 -4.590 1.105
H52 6.999 -5.603 -0.123
H53 8.032 -4.555 0.824
C31 -1.166 -5.242 8.323
O3 -1.611 -5.543 7.012
C32 -2.713 -4.754 6.578
C33 -2.293 -3.780 5.494
N2 -1.443 -2.721 6.027
C34 -0.788 -1.906 5.009
C35 0.187 -2.591 4.050
O4 1.386 -3.058 4.649
C36 1.294 -4.331 5.271
H54 -0.463 -6.019 8.620
H55 -0.644 -4.280 8.359
H56 -1.996 -5.234 9.033
H57 -3.195 -4.237 7.413
H58 -3.444 -5.446 6.151
H59 -3.186 -3.332 5.048
H60 -1.778 -4.360 4.717
H61 -0.730 -3.137 6.612
H62 -0.232 -1.128 5.539
H63 -1.554 -1.396 4.418
H64 0.504 -1.833 3.325
H65 -0.287 -3.389 3.467
H66 0.590 -4.991 4.759
H67 1.016 -4.230 6.322
H68 2.283 -4.790 5.240
C37 -7.951 3.826 -1.793
O5 -6.968 4.338 -2.673
C38 -6.367 5.554 -2.229
C39 -4.926 5.324 -1.817
N3 -4.840 4.555 -0.578
C40 -3.501 4.069 -0.263
C41 -2.845 3.098 -1.247
O6 -3.462 1.823 -1.309
C42 -4.597 1.739 -2.158
H69 -8.473 3.021 -2.309
H70 -7.501 3.412 -0.884
H71 -8.680 4.595 -1.520
H72 -6.942 6.026 -1.428
H73 -6.373 6.234 -3.083
H74 -4.436 6.291 -1.672
H75 -4.428 4.807 -2.647
H76 -5.461 3.759 -0.644
H77 -3.569 3.561 0.703
H78 -2.840 4.930 -0.118
H79 -1.829 2.907 -0.887
H80 -2.733 3.527 -2.249
H81 -4.514 2.399 -3.024
H82 -5.513 1.959 -1.606
H83 -4.673 0.711 -2.513
C43 -4.979 11.681 -7.297
O7 -6.340 11.350 -7.495
C44 -6.558 10.362 -8.496
C45 -7.021 9.054 -7.882
N4 -5.946 8.402 -7.142
C46 -6.383 7.283 -6.309
C47 -7.369 7.566 -5.176
O8 -6.829 8.345 -4.116
C48 -6.847 9.745 -4.339
H84 -4.941 12.566 -6.664
H85 -4.440 10.875 -6.787
H86 -4.483 11.909 -8.245
H87 -5.673 10.216 -9.121
H88 -7.359 10.739 -9.138
H89 -7.364 8.386 -8.678
H90 -7.878 9.282 -7.235
H91 -5.496 9.085 -6.548
H92 -5.482 6.858 -5.858
H93 -6.805 6.509 -6.958
H94 -7.627 6.602 -4.729
H95 -8.312 7.994 -5.531
H96 -7.708 10.059 -4.934
H97 -5.922 10.075 -4.817
H98 -6.900 10.237 -3.368

As for the charge: +1. As for the HOMO-LUMO gap: 6.6 eV. For the HOMO energy, the calculation gives -9.7 eV.

---

| no. | maximum force (eV/A) | calculated total energy (Eh) |
| --- | --- | --- |
| 1 | 0.74 | -4720.93646 |
| 2 | 0.73 | -2912.53987 |
| 3 | 3.68 | -3049.44959 |